# 1
DFT (the ωB97M-V functional and the def2-TZVPD basis) results for the molecule C4H5NO.

Its SMILES is C[C@H]1O[C@H]1C#N. The gap between HOMO and LUMO comes out at 11.5 eV. The value obtained for the energy above the lowest of the compared OMol25 structures with the same formula, charge and spin is 60.3 kcal/mol.

Last column: natural (NBO) charge in e.
Geometry (Å):
C  -0.435  0.515  1.219  -0.643
C  -0.671  -0.136  -0.101  0.094
O  -0.349  1.011  -1.132  -0.462
C  0.242  -0.234  -1.226  -0.054
C  1.587  -0.584  -0.827  0.241
N  2.515  -1.059  -0.328  -0.297
H  -0.407  -0.152  2.084  0.226
H  0.453  1.142  1.158  0.236
H  -1.307  1.170  1.334  0.234
H  -1.469  -0.903  -0.097  0.205
H  -0.157  -0.769  -2.086  0.220

=====

# 2
DFT (the ωB97M-V functional and the def2-TZVPD basis) results for a cluster of 2 separate species, C5H14 in total.

Its SMILES is CCC.CC. The gap between HOMO and LUMO comes out at 12.4 eV. The value obtained for the energy above the lowest of the compared OMol25 structures with the same formula, charge and spin is 13.4 kcal/mol.

Last column: natural (NBO) charge in e.
Geometry (Å):
C  -0.467  -1.045  -0.788  -0.623
C  -1.602  -0.595  0.188  -0.392
C  -2.917  -0.250  -0.473  -0.620
H  -0.845  -1.665  -1.613  0.208
H  0.287  -1.455  -0.125  0.215
H  -0.168  -0.213  -1.432  0.202
H  -1.793  -1.448  0.837  0.195
H  -1.236  0.277  0.728  0.200
H  -3.612  -0.069  0.360  0.207
H  -2.946  0.630  -1.134  0.202
H  -3.412  -0.938  -1.159  0.207
C  1.852  1.298  0.888  -0.608
C  3.002  0.525  0.240  -0.611
H  1.876  2.317  0.484  0.202
H  0.878  0.918  0.594  0.202
H  1.880  1.321  1.978  0.204
H  3.167  -0.465  0.681  0.200
H  4.005  0.933  0.426  0.205
H  2.814  0.413  -0.811  0.206

=====

It is found that the calculated total energy values, taken in the order of the records, are -285.318413 -198.867848 hartree.